# 1
Below is a molecular structure, C53H41AuF9O2P3, with properties calculated with the ωB97M-V functional and the def2-TZVPD basis.

Geometry as XYZ:
```
109
Properties=species:S:1:pos:R:3:mulliken_charge:R:1
Au -0.592 1.292 -0.322 3.106
O -1.153 -0.860 -1.170 0.634
P -0.568 -1.737 -2.244 0.154
C 1.226 -2.007 -1.946 -1.154
P 2.195 -0.448 -1.895 0.611
O 1.479 0.626 -1.122 -1.134
C 2.665 0.075 -3.548 0.983
C 2.579 1.433 -3.843 -0.530
C 3.062 1.908 -5.053 -0.795
C 3.641 1.030 -5.959 -0.541
C 3.734 -0.323 -5.663 -0.792
C 3.248 -0.804 -4.458 -0.561
C 3.734 -0.892 -1.068 0.707
C 4.232 -0.007 -0.117 -0.433
C 5.433 -0.290 0.517 -0.714
C 6.123 -1.454 0.212 -0.593
C 5.621 -2.340 -0.733 -0.854
C 4.429 -2.059 -1.380 -0.273
C -1.322 -3.373 -2.239 0.618
C -0.916 -4.305 -1.283 -0.501
C -1.526 -5.548 -1.232 -0.739
C -2.546 -5.855 -2.123 -0.566
C -2.958 -4.925 -3.067 -0.727
C -2.350 -3.679 -3.128 -0.589
C -0.770 -1.084 -3.900 0.459
C -1.302 0.187 -4.077 -0.157
C -1.499 0.685 -5.356 -0.449
C -1.177 -0.098 -6.455 -0.622
C -0.658 -1.375 -6.281 -0.782
C -0.454 -1.872 -5.006 -0.386
H 1.632 -2.722 -2.663 0.757
H 1.325 -2.423 -0.942 0.562
H 2.144 2.108 -3.115 0.384
H 3.002 2.964 -5.285 0.461
H 4.035 1.405 -6.895 0.434
H 4.193 -1.001 -6.371 0.456
H 3.352 -1.858 -4.225 0.245
H 3.683 0.901 0.104 0.428
H 5.838 0.401 1.246 0.454
H 7.059 -1.670 0.709 0.462
H 6.163 -3.246 -0.971 0.461
H 4.056 -2.748 -2.130 0.265
H -0.130 -4.062 -0.577 0.225
H -1.207 -6.279 -0.500 0.457
H -3.030 -6.822 -2.072 0.423
H -3.753 -5.172 -3.759 0.436
H -2.674 -2.952 -3.862 0.435
H -1.560 0.773 -3.206 -0.275
H -1.913 1.675 -5.499 0.473
H -1.344 0.283 -7.455 0.431
H -0.421 -1.983 -7.145 0.466
H -0.069 -2.877 -4.868 0.499
C -1.995 2.774 -1.206 -2.041
C -2.961 3.063 -0.199 0.625
C -4.022 2.146 0.067 -0.005
C -4.962 2.423 1.023 -0.619
C -4.885 3.618 1.752 -0.514
C -3.861 4.543 1.499 -0.667
C -2.911 4.272 0.550 -0.369
H -1.367 3.603 -1.528 0.661
H -2.355 2.144 -2.021 0.827
H -4.086 1.234 -0.517 0.459
H -5.774 1.733 1.214 0.489
H -5.631 3.840 2.505 0.464
H -3.828 5.474 2.052 0.472
H -2.138 4.999 0.329 0.498
F -0.310 6.002 6.323 -0.268
C -0.314 6.144 4.995 0.756
F 0.743 6.890 4.642 -0.247
F -1.427 6.822 4.647 -0.241
C -0.286 4.812 4.287 0.245
C -0.195 4.812 2.904 -1.222
C -0.212 3.609 2.221 -0.214
C -0.312 2.408 2.918 0.341
C -0.354 2.417 4.312 -0.289
C -0.356 3.622 4.995 -1.046
P -0.323 0.839 1.998 1.183
C -1.745 -0.166 2.497 0.427
C -1.831 -0.686 3.789 -0.130
C -2.976 -1.357 4.184 -1.254
C -4.012 -1.536 3.278 0.153
C -3.907 -1.081 1.974 -1.564
C -2.772 -0.392 1.583 -0.542
C -5.291 -2.213 3.709 0.852
F -5.133 -2.893 4.848 -0.265
F -5.724 -3.062 2.764 -0.255
F -6.253 -1.290 3.901 -0.251
C 1.138 -0.047 2.549 0.611
C 1.142 -1.444 2.522 -1.018
C 2.267 -2.132 2.935 -1.116
C 3.387 -1.424 3.356 0.376
C 3.399 -0.037 3.361 -0.884
C 2.278 0.658 2.941 -1.098
C 4.595 -2.204 3.819 0.696
F 5.701 -1.444 3.822 -0.261
F 4.409 -2.667 5.062 -0.253
F 4.810 -3.260 3.017 -0.253
H -0.108 5.754 2.374 0.442
H -0.124 3.590 1.143 0.630
H -0.377 1.496 4.874 0.328
H -0.408 3.635 6.075 0.552
H -1.004 -0.601 4.480 0.457
H -3.060 -1.744 5.190 0.546
H -4.704 -1.276 1.268 0.607
H -2.668 -0.054 0.560 0.543
H 0.259 -1.984 2.200 0.687
H 2.281 -3.214 2.942 0.519
H 4.280 0.496 3.694 0.534
H 2.277 1.741 2.946 0.585
```

## Properties
Energy relative to the best compared isomer or geometry (same formula, charge and spin) in eV: 0.000
Frontier orbital gap (spin up / spin down) in Ha: 0.3116 / 0.1870
<S²>: 2.033
Spin multiplicity: 3
Highest occupied orbital energy (spin up / spin down) in eV: -13.474 / -13.781
Total charge: +2
LUMO energy (spin up / spin down) in eV: -4.994 / -8.693

# 2
Below is 5 unconnected molecules or ions with the total composition C19H36Br2N6O9P, with properties calculated with the ωB97M-V functional and the def2-TZVPD basis.

Geometry as XYZ:
```
73
Properties=species:S:1:pos:R:3:mulliken_charge:R:1
O 2.329 0.072 0.122 -0.511
C 1.882 1.280 -0.321 0.378
Br 3.126 2.879 -0.123 -0.028
C 0.383 1.451 -1.042 0.610
C 0.170 0.222 -2.113 -0.880
N 0.082 -1.216 -1.634 0.120
C -0.082 -2.065 -2.877 0.301
P -0.202 -3.970 -2.635 0.720
O 1.227 -4.690 -2.542 -0.640
O -0.982 -4.193 -1.055 -0.444
O -1.078 -4.716 -3.944 -0.518
C -0.100 -1.148 -4.240 -0.365
N 0.069 0.229 -3.637 0.467
C 0.174 1.548 -4.432 -0.536
C 1.787 1.972 -4.311 0.510
O 2.221 3.113 -3.764 -0.443
Br 3.077 0.564 -5.030 -0.075
H -0.440 1.409 -0.181 -0.547
H 0.307 2.505 -1.563 0.488
H 0.144 -1.487 -0.609 0.342
H -0.278 -4.200 -0.332 0.387
H -0.404 -4.890 -4.692 0.400
H -0.209 -1.527 -5.342 0.327
H -0.069 1.236 -5.558 0.372
H -0.547 2.380 -4.035 0.287
C -3.663 2.632 -1.695 0.025
O -2.853 2.837 -0.799 -0.492
N -3.973 1.398 -2.225 0.190
C -4.946 1.241 -3.286 -0.904
C -3.307 0.221 -1.707 -0.520
H -4.227 3.457 -2.161 0.313
H -5.750 0.588 -2.934 0.329
H -4.455 0.786 -4.151 0.315
H -5.369 2.206 -3.579 0.299
H -3.516 0.136 -0.637 0.325
H -2.227 0.333 -1.848 -0.104
H -3.654 -0.678 -2.223 0.403
C 6.716 4.554 0.927 0.082
O 6.255 4.363 -0.192 -0.598
N 7.206 3.578 1.768 0.121
C 7.735 3.889 3.079 -0.906
C 7.192 2.198 1.328 -0.811
H 6.774 5.567 1.360 0.322
H 8.778 3.564 3.125 0.332
H 7.149 3.355 3.832 0.334
H 7.685 4.963 3.280 0.294
H 7.782 2.111 0.410 0.293
H 6.161 1.903 1.114 0.180
H 7.610 1.544 2.098 0.373
C -2.127 -4.335 1.809 0.188
O -1.583 -3.490 2.509 -0.697
N -2.825 -5.430 2.273 0.087
C -3.440 -6.385 1.376 -0.900
C -2.948 -5.632 3.702 -0.934
H -2.095 -4.278 0.708 0.391
H -4.516 -6.410 1.570 0.351
H -3.009 -7.373 1.563 0.350
H -3.269 -6.111 0.331 0.260
H -3.447 -4.764 4.143 0.295
H -1.948 -5.722 4.136 0.300
H -3.525 -6.536 3.916 0.379
C -1.081 3.282 4.157 0.097
O -0.271 3.487 5.052 -0.575
N -1.391 2.048 3.626 0.156
C -2.364 1.891 2.565 -0.681
C -0.725 0.871 4.144 -0.993
H -1.645 4.107 3.690 0.277
H -3.168 1.239 2.918 0.368
H -1.873 1.436 1.700 0.043
H -2.787 2.856 2.272 0.324
H -0.934 0.786 5.215 0.303
H 0.354 0.983 4.004 0.294
H -1.073 -0.028 3.628 0.400
```

## Properties
Frontier orbital gap in Ha: 0.2243
Spin multiplicity: 1
Highest occupied orbital energy in eV: -10.767
Total charge: +1
LUMO energy in eV: -4.662

# 3
Below is 4 unconnected molecules or ions with the total composition C40H79ClIN5O13P2S, with properties calculated with the ωB97M-V functional and the def2-TZVPD basis.

Geometry as XYZ:
```
142
Properties=species:S:1:pos:R:3:mulliken_charge:R:1
C -3.051 -3.543 -0.101 -1.001
C -1.879 -2.884 0.712 -0.154
O -2.228 -1.618 1.312 -0.277
P -2.169 -0.363 0.204 0.111
O -3.444 -0.455 -0.584 -0.449
C -2.099 1.263 1.110 0.283
C -2.860 2.425 0.370 -1.092
C -2.256 2.799 -1.027 -0.850
N -2.745 1.944 -2.117 0.458
C -4.130 1.858 -2.374 -0.025
O -5.068 2.384 -1.853 -0.621
C -4.160 0.902 -3.612 -1.039
C -5.258 0.233 -4.259 -0.221
C -5.044 -0.598 -5.437 1.351
C -6.251 -1.331 -6.101 -0.968
C -7.651 -0.647 -5.878 -0.721
C -8.673 -1.515 -5.050 -0.927
C -8.152 -1.952 -3.626 -0.544
S -8.758 -0.876 -2.248 1.061
O -7.680 -0.587 -1.305 -0.498
O -9.829 -1.543 -1.504 -0.609
Cl -9.486 0.927 -2.942 -0.199
C -3.646 -0.724 -5.916 0.744
P -3.369 -1.806 -7.426 0.468
N -3.968 -3.273 -7.271 -0.740
C -2.509 -0.058 -5.251 -0.355
C -1.020 -0.200 -5.702 -1.357
C -0.377 -1.349 -4.785 0.115
C -0.581 -2.777 -5.393 -1.227
I 0.366 -4.333 -4.185 -0.053
C -2.788 0.751 -4.087 0.466
C -1.862 1.558 -3.141 0.213
O -0.680 1.775 -3.218 -0.623
O -0.934 -0.522 -0.902 -0.115
C 0.311 0.095 -0.491 0.281
C 0.830 -0.328 0.939 -0.630
H -3.267 -2.999 -1.063 0.144
H -4.010 -3.543 0.473 0.278
H -2.816 -4.603 -0.406 0.377
H -1.647 -3.593 1.557 0.356
H -0.952 -2.843 0.086 0.233
H -2.638 1.090 2.084 0.173
H -1.063 1.623 1.329 -0.116
H -2.760 3.340 1.019 0.453
H -3.945 2.171 0.360 0.459
H -1.146 2.706 -0.955 0.254
H -2.466 3.879 -1.278 0.443
H -6.274 0.387 -3.824 0.059
H -6.308 -2.346 -5.610 0.362
H -5.988 -1.481 -7.180 0.409
H -8.113 -0.528 -6.900 0.353
H -7.614 0.380 -5.442 0.388
H -9.629 -0.953 -4.921 0.424
H -8.882 -2.463 -5.621 0.353
H -8.616 -2.956 -3.413 0.435
H -7.049 -2.097 -3.547 0.345
H -1.958 -1.879 -7.667 0.037
H -3.932 -1.166 -8.585 0.136
H -4.412 -3.324 -6.351 0.276
H -0.897 -0.428 -6.785 0.699
H -0.476 0.736 -5.401 0.319
H -0.955 -1.317 -3.820 -0.028
H 0.687 -1.139 -4.515 0.515
H -0.095 -2.841 -6.395 0.449
H -1.668 -3.055 -5.425 0.418
H 1.083 -0.254 -1.231 0.616
H 0.309 1.214 -0.567 -0.243
H 0.321 -1.220 1.378 0.254
H 1.915 -0.615 0.832 0.083
H 0.835 0.536 1.655 -0.039
C -4.017 -0.159 8.461 -0.704
O -2.978 0.785 8.655 -0.327
C -1.762 0.215 9.133 -0.815
C -0.689 0.220 8.051 -0.145
N -0.990 -0.739 6.990 -0.331
C -0.180 -0.574 5.782 -0.883
C -0.262 0.758 5.030 -0.140
O -1.511 1.004 4.400 -0.241
C -2.518 1.522 5.255 -0.681
H -4.945 0.392 8.303 0.234
H -3.833 -0.771 7.573 0.294
H -4.138 -0.803 9.336 0.337
H -1.914 -0.788 9.545 0.403
H -1.421 0.856 9.951 0.397
H 0.278 -0.037 8.499 0.378
H -0.625 1.243 7.661 0.156
H -1.963 -0.646 6.731 0.083
H -0.495 -1.363 5.092 0.398
H 0.865 -0.778 6.035 0.432
H 0.471 0.711 4.219 0.030
H 0.035 1.613 5.649 0.337
H -2.112 2.179 6.027 0.369
H -3.090 0.707 5.703 0.168
H -3.214 2.100 4.642 0.292
C 7.075 3.934 -0.065 -0.634
O 6.444 4.437 1.100 -0.330
C 5.807 5.699 0.911 -0.830
C 4.290 5.558 0.932 -0.108
N 3.797 4.872 -0.261 -0.295
C 2.404 4.431 -0.170 -1.029
C 2.029 3.441 0.936 -0.123
O 2.581 2.143 0.779 -0.378
C 3.920 2.005 1.228 -0.301
H 7.700 3.090 0.230 0.185
H 6.337 3.570 -0.787 0.273
H 7.710 4.690 -0.534 0.363
H 6.153 6.200 0.001 0.400
H 6.101 6.323 1.760 0.407
H 3.835 6.554 0.983 0.385
H 4.025 5.013 1.846 0.151
H 4.373 4.059 -0.432 0.044
H 2.170 3.960 -1.130 0.438
H 1.765 5.316 -0.090 0.438
H 0.943 3.306 0.888 -0.067
H 2.234 3.830 1.941 0.443
H 4.135 2.631 2.099 0.356
H 4.613 2.223 0.414 -0.030
H 4.076 0.962 1.508 0.257
C 8.942 -2.734 2.998 -0.704
O 9.251 -2.755 1.615 -0.325
C 8.921 -3.983 0.969 -0.817
C 7.725 -3.812 0.041 -0.145
N 6.486 -3.607 0.791 -0.319
C 5.363 -3.134 -0.020 -0.791
C 5.510 -1.796 -0.751 -0.601
O 5.561 -0.660 0.100 -0.276
C 6.834 -0.394 0.665 -0.528
H 9.417 -1.854 3.434 0.234
H 7.863 -2.649 3.159 0.291
H 9.323 -3.623 3.506 0.337
H 8.761 -4.794 1.688 0.398
H 9.787 -4.254 0.359 0.393
H 7.619 -4.707 -0.582 0.382
H 7.941 -2.961 -0.615 0.150
H 6.655 -2.928 1.522 0.076
H 4.510 -3.048 0.660 0.418
H 5.108 -3.912 -0.746 0.412
H 4.611 -1.665 -1.360 0.396
H 6.348 -1.789 -1.457 0.347
H 7.652 -0.657 -0.009 0.359
H 6.940 -0.911 1.620 0.168
H 6.892 0.677 0.874 0.164
```

## Properties
Frontier orbital gap in Ha: 0.3024
Spin multiplicity: 1
Highest occupied orbital energy in eV: -8.720
LUMO energy in eV: -0.493
Structure (SMILES): CCOP(=O)(CCCN1C(=O)c2cc(CCCCS(=O)(=O)Cl)c([PH2]=N)c(CCCI)c2C1=O)OCC.COCCNCCOC.COCCNCCOC.COCCNCCOC

# 4
Below is a molecular structure, C26H15BrN2O6Ta, with properties calculated with the ωB97M-V functional and the def2-TZVPD basis.

Geometry as XYZ:
```
51
Properties=species:S:1:pos:R:3:mulliken_charge:R:1
Ta 1.205 0.105 -0.158 2.203
C 1.849 2.030 -1.569 -0.587
C 2.131 2.359 -0.216 -0.475
C 3.154 1.497 0.236 -0.246
C 3.483 0.617 -0.820 -0.370
C 2.689 0.966 -1.940 -0.722
H 1.124 2.515 -2.203 0.608
H 1.654 3.119 0.382 0.454
H 3.563 1.474 1.234 0.575
H 4.204 -0.186 -0.775 0.441
H 2.696 0.470 -2.897 0.582
Br -1.299 0.254 -7.196 -0.139
C -0.658 -0.130 -5.469 -0.338
C 0.252 -1.178 -5.286 -0.337
C 0.727 -1.484 -4.029 -0.619
C 0.332 -0.729 -2.926 0.273
O 0.804 -1.016 -1.715 -0.932
C -0.594 0.321 -3.104 0.340
C -1.237 0.917 -1.962 -0.025
N -0.759 0.941 -0.759 -0.003
C -1.712 0.977 0.315 -0.586
C -2.647 1.928 0.575 -0.473
C -3.577 1.703 1.621 -0.966
C -3.568 0.542 2.338 -0.870
C -2.598 -0.459 2.070 0.597
C -2.511 -1.704 2.737 -0.582
C -1.530 -2.589 2.391 -1.044
C -0.575 -2.216 1.427 -0.123
N -0.617 -1.062 0.795 0.171
C -1.650 -0.209 1.076 1.142
C -1.100 0.590 -4.389 -0.713
H 0.575 -1.756 -6.141 0.458
H 1.417 -2.303 -3.878 0.512
H -2.258 1.270 -2.102 0.567
H -2.685 2.844 -0.001 0.574
H -4.310 2.466 1.840 0.448
H -4.295 0.374 3.121 0.452
H -3.224 -1.945 3.516 0.497
H -1.440 -3.552 2.872 0.444
H 0.262 -2.866 1.198 0.570
H -1.840 1.369 -4.518 0.544
O 1.462 -1.287 5.860 -0.478
C 1.483 -0.962 4.716 0.428
C 0.845 0.318 4.113 -0.021
O 0.194 1.143 4.687 -0.559
C 1.150 0.218 2.670 0.954
C 1.846 -0.918 2.376 0.699
O 2.104 -1.145 1.073 -0.925
C 2.094 -1.770 3.540 0.091
O 2.590 -2.861 3.592 -0.560
O 0.797 1.002 1.681 -0.931
```

## Properties
Energy relative to the best compared isomer or geometry (same formula, charge and spin) in eV: 0.689
Frontier orbital gap in Ha: 0.2618
Spin multiplicity: 1
Highest occupied orbital energy in eV: -11.541
Total charge: +1
LUMO energy in eV: -4.418

What E_tot values result from the calculations? In sequence: -115727.1496 -197015.0906 -126860.1194 -114061.3028 eV.
What molecular weight values result from the calculations? In sequence: 1170.8 683.3 1094.5 712.3 g/mol.